Density functional theory data (ωB97M-V with the def2-TZVPD basis set) for C31H47ClInO2P2 as an isolated structure in a non-equilibrium geometry.

Geometry as XYZ:
```
84
Properties=species:S:1:pos:R:3
In -0.61 0.34 0.23
C -0.46 -2.81 2.51
C 0.90 -2.92 2.08
C 0.84 -1.49 3.87
C -0.50 -1.93 3.62
C 1.69 -2.09 2.91
C -1.62 -3.56 1.97
H -1.41 -3.97 0.99
H -2.50 -2.90 1.90
H -1.89 -4.39 2.63
C -1.69 -1.48 4.35
H -2.59 -1.94 3.92
H -1.80 -0.39 4.27
H -1.66 -1.73 5.42
C 1.22 -0.53 4.92
H 1.22 -0.98 5.93
H 0.52 0.32 4.94
H 2.23 -0.14 4.73
C 3.16 -1.97 2.89
H 3.62 -2.59 3.66
H 3.47 -0.94 3.08
H 3.56 -2.28 1.92
C 1.41 -3.87 1.06
H 1.71 -4.81 1.56
H 2.29 -3.48 0.53
H 0.64 -4.14 0.32
C -1.70 0.64 -4.60
C -1.77 -0.72 -4.29
C -1.09 -1.70 -5.23
C 0.42 -1.42 -5.51
C 1.11 -0.67 -4.40
C 1.34 0.66 -4.43
C 0.62 1.63 -5.36
C -0.89 1.25 -5.70
H -1.63 -1.71 -6.19
H 0.50 -0.89 -6.47
H -1.18 -2.72 -4.84
H -0.88 0.63 -6.61
H -2.38 1.33 -4.09
H -2.69 -1.14 -3.83
H -1.39 2.20 -5.95
H 0.63 2.66 -4.94
H 2.15 1.09 -3.81
H 1.18 1.68 -6.32
H 0.93 -2.40 -5.61
H 1.72 -1.31 -3.77
P -1.46 -0.10 -2.19
P 1.87 1.16 -0.70
C -0.52 1.56 -2.38
C 0.78 2.17 -1.76
H -1.24 2.36 -2.57
H -0.17 1.30 -3.37
H 1.42 2.51 -2.59
H 0.52 3.07 -1.19
C 2.90 2.20 0.39
H 3.53 1.59 1.05
H 2.25 2.83 1.02
H 3.55 2.85 -0.22
C 2.89 -0.11 -1.53
H 3.65 0.37 -2.16
H 2.25 -0.75 -2.16
H 3.40 -0.76 -0.80
C -3.27 0.09 -1.84
H -3.71 -0.87 -1.53
H -3.87 0.43 -2.71
H -3.43 0.81 -1.03
C -0.69 -1.79 -2.05
H -0.15 -1.92 -1.07
H 0.02 -2.05 -2.87
H -1.49 -2.55 -2.08
Cl -1.53 5.34 7.19
C -1.33 4.25 5.89
C -2.49 3.68 5.31
C -2.32 2.84 4.20
C -1.04 2.51 3.73
C 0.09 3.08 4.34
C -0.04 3.92 5.45
C -0.84 1.59 2.56
O -1.86 1.17 1.88
O 0.33 1.24 2.18
H -3.46 3.90 5.73
H -3.20 2.45 3.70
H 1.08 2.87 3.97
H 0.80 4.34 5.97
```

LUMO (alpha / beta): -4.09 / -4.08 eV
total charge: +1
frontier orbital gap (alpha / beta): 0.1231 / 0.1223 Ha
HOMO energy (alpha / beta): -0.2735 / -0.2722 Ha
relative energy (zero: lowest compared OMol25 entry of this formula, charge and spin): 5.214 eV